[1]
DFT (ωB97M-V with the def2-TZVPD basis set) results for an isolated molecule of C24H30N4O4.

Element x y z (Å)
C (0.14, 7.10, 2.66)
O (-0.69, 5.97, 2.66)
C (-0.15, 4.76, 2.32)
C (1.18, 4.55, 1.97)
C (1.62, 3.28, 1.65)
C (0.75, 2.19, 1.67)
N (1.28, 0.94, 1.34)
C (0.65, -0.28, 1.43)
O (-0.53, -0.43, 1.66)
N (1.48, -1.36, 1.18)
C (2.91, -1.35, 1.38)
C (3.69, -1.51, 0.07)
C (3.41, -0.40, -0.94)
N (3.61, 0.94, -0.42)
C (5.00, 1.21, -0.09)
C (3.12, 1.92, -1.38)
C (0.84, -2.66, 1.23)
C (-0.36, -2.77, 0.33)
C (-0.45, -2.15, -0.87)
C (-1.62, -2.25, -1.68)
C (-1.74, -1.61, -2.92)
C (-2.90, -1.72, -3.66)
O (-3.12, -1.15, -4.88)
C (-2.09, -0.37, -5.44)
C (-3.97, -2.48, -3.15)
C (-3.87, -3.11, -1.94)
C (-2.70, -3.01, -1.19)
N (-2.56, -3.64, 0.02)
C (-1.45, -3.60, 0.83)
O (-1.42, -4.25, 1.86)
C (-0.58, 2.40, 2.03)
C (-1.01, 3.66, 2.35)
H (-0.50, 7.93, 2.95)
H (0.96, 6.99, 3.38)
H (0.55, 7.30, 1.66)
H (1.88, 5.37, 1.94)
H (2.66, 3.13, 1.39)
H (2.21, 0.97, 0.92)
H (3.21, -0.42, 1.88)
H (3.17, -2.18, 2.05)
H (4.76, -1.56, 0.30)
H (3.41, -2.46, -0.40)
H (2.36, -0.47, -1.24)
H (4.03, -0.58, -1.84)
H (5.32, 0.54, 0.71)
H (5.08, 2.23, 0.27)
H (5.67, 1.08, -0.95)
H (2.05, 1.76, -1.54)
H (3.64, 1.86, -2.35)
H (3.26, 2.92, -0.98)
H (0.49, -2.89, 2.25)
H (1.57, -3.41, 0.94)
H (0.37, -1.55, -1.23)
H (-0.90, -1.04, -3.28)
H (-2.48, -0.01, -6.39)
H (-1.85, 0.49, -4.81)
H (-1.19, -0.96, -5.62)
H (-4.87, -2.55, -3.75)
H (-4.70, -3.69, -1.56)
H (-3.34, -4.18, 0.37)
H (-1.25, 1.56, 2.06)
H (-2.04, 3.83, 2.63)

LUMO energy = 0.5 eV
orbital gap = 0.29409 hartree
SMILES = COc1ccc(NC(=O)N(CCCN(C)C)Cc2cc3cc(OC)ccc3[nH]c2=O)cc1
ΔE to the lowest compared entry with this formula, charge and spin = 38.5 kcal/mol

[2]
DFT (ωB97M-V with the def2-TZVPD basis set) results for a cluster of 6 separate species, C24H30N6 in total.

Element x y z (Å)
C (5.28, 0.43, -4.04)
C (5.10, 0.83, -2.68)
C (4.11, 1.77, -2.66)
N (3.68, 1.95, -3.95)
C (4.37, 1.13, -4.79)
H (5.99, -0.29, -4.42)
H (5.66, 0.46, -1.84)
H (3.75, 2.34, -1.83)
H (3.00, 2.66, -4.18)
H (4.28, 1.19, -5.86)
C (-1.35, 0.86, 0.23)
C (-0.41, 1.87, -0.10)
C (0.58, 1.30, -0.86)
N (0.25, -0.03, -1.02)
C (-0.89, -0.31, -0.31)
H (-2.28, 1.04, 0.75)
H (-0.37, 2.88, 0.26)
H (1.53, 1.66, -1.20)
H (0.87, -0.75, -1.34)
H (-1.18, -1.34, -0.23)
C (0.01, 3.40, 3.12)
C (-0.01, 3.46, 4.54)
C (0.49, 4.68, 4.91)
N (0.69, 5.40, 3.76)
C (0.42, 4.62, 2.67)
H (-0.40, 2.56, 2.59)
H (-0.32, 2.64, 5.17)
H (0.53, 5.17, 5.87)
H (1.00, 6.35, 3.71)
H (0.58, 5.02, 1.68)
C (-5.93, 0.59, 0.48)
C (-7.29, 0.93, 0.74)
C (-8.06, 0.35, -0.24)
N (-7.22, -0.35, -1.07)
C (-5.93, -0.21, -0.64)
H (-5.00, 0.80, 0.97)
H (-7.64, 1.53, 1.56)
H (-9.13, 0.31, -0.32)
H (-7.54, -0.86, -1.87)
H (-5.12, -0.56, -1.25)
C (-0.75, -3.89, 2.19)
C (0.58, -3.52, 2.54)
C (0.63, -3.46, 3.91)
N (-0.62, -3.78, 4.39)
C (-1.47, -4.02, 3.34)
H (-1.12, -3.96, 1.18)
H (1.32, -3.18, 1.84)
H (1.43, -3.22, 4.58)
H (-0.87, -3.69, 5.35)
H (-2.52, -4.15, 3.52)
C (1.64, -2.69, -2.47)
C (2.05, -3.79, -3.27)
C (3.35, -3.58, -3.60)
N (3.77, -2.43, -2.99)
C (2.74, -1.89, -2.27)
H (0.66, -2.42, -2.12)
H (1.43, -4.65, -3.47)
H (4.07, -4.24, -4.06)
H (4.68, -2.02, -3.07)
H (2.91, -0.91, -1.84)

LUMO energy = 0.8 eV
orbital gap = 0.32656 hartree
SMILES = c1cc[nH]c1.c1cc[nH]c1.c1cc[nH]c1.c1cc[nH]c1.c1cc[nH]c1.c1cc[nH]c1
ΔE to the lowest compared entry with this formula, charge and spin = 20.1 kcal/mol

[3]
DFT (ωB97M-V with the def2-TZVPD basis set) results for a structure of composition C24H30N6O2S.

Element x y z (Å)
C (6.49, 2.15, 0.93)
C (6.61, 1.60, -0.58)
O (6.69, 0.29, -0.65)
C (5.48, -0.58, -0.38)
C (4.17, -0.23, -0.29)
C (3.03, -1.01, 0.16)
C (3.22, -2.44, 0.31)
C (4.58, -2.78, -0.21)
C (5.58, -1.91, -0.42)
H (6.67, -2.34, -0.51)
H (4.72, -3.67, -0.04)
N (2.15, -3.05, 0.30)
C (0.98, -2.93, 0.53)
O (0.13, -3.50, 0.94)
C (0.72, -1.33, 0.43)
C (1.68, -0.49, 0.45)
H (1.62, 0.45, 0.36)
C (-0.73, -0.89, 0.82)
N (-1.33, -0.50, -0.57)
C (-0.90, 0.51, -1.20)
C (-0.91, 1.76, -0.69)
N (0.14, 2.43, -0.05)
N (-0.09, 3.59, 0.44)
N (-1.40, 3.68, 0.54)
N (-1.89, 2.75, -0.49)
C (-3.26, 2.59, -0.40)
C (-3.83, 1.11, -1.07)
H (-4.88, 1.40, -0.99)
H (-3.47, 0.37, -0.53)
H (-3.58, 1.28, -2.07)
C (-3.69, 3.90, -1.28)
H (-4.81, 3.82, -1.48)
H (-3.33, 4.74, -0.72)
H (-3.27, 3.61, -2.24)
C (-3.97, 2.65, 1.03)
C (-3.59, 1.75, 1.99)
H (-4.05, 0.63, 1.42)
H (-2.56, 1.43, 2.32)
H (-4.06, 1.80, 2.96)
H (-3.66, 3.76, 1.55)
H (-4.94, 2.75, 1.08)
H (-1.61, 0.62, -1.99)
H (0.07, 0.21, -1.59)
C (-1.67, -1.96, -1.26)
C (-2.56, -2.77, -0.65)
C (-3.31, -2.71, 0.30)
C (-3.96, -3.96, 0.80)
C (-3.34, -5.09, 0.23)
S (-2.18, -4.42, -0.99)
H (-3.84, -5.91, 0.39)
H (-4.82, -3.85, 1.42)
H (-3.76, -1.63, 0.60)
H (-0.48, -2.21, -1.68)
H (-2.08, -1.61, -2.11)
H (-0.58, 0.03, 1.42)
H (-1.20, -1.50, 1.51)
H (2.40, -4.20, 0.39)
H (3.85, 1.01, -0.11)
H (5.63, 2.07, -1.13)
H (7.52, 1.93, -0.79)
H (7.38, 1.73, 1.30)
H (6.49, 3.23, 0.92)
H (5.60, 1.82, 1.31)

LUMO energy = 0.3 eV
orbital gap = 0.31053 hartree
ΔE to the lowest compared entry with this formula, charge and spin = 527.8 kcal/mol

[4]
DFT (ωB97M-V with the def2-TZVPD basis set) results for an isolated molecule of C24H30N6O4S.

Element x y z (Å)
C (-1.97, -4.77, 0.19)
C (-1.76, -4.18, -0.97)
C (-1.41, -2.73, -1.18)
N (-1.31, -1.99, 0.05)
C (-0.25, -1.90, 0.91)
C (1.05, -2.60, 0.71)
O (1.94, -1.86, -0.11)
C (2.71, -0.88, 0.48)
C (2.50, -0.40, 1.76)
C (3.33, 0.56, 2.32)
C (3.08, 1.06, 3.71)
C (4.38, 1.05, 1.56)
C (4.58, 0.60, 0.27)
C (3.76, -0.37, -0.30)
C (4.00, -0.86, -1.71)
C (3.92, 0.28, -2.72)
C (5.34, -1.58, -1.80)
N (-0.55, -1.10, 1.90)
N (-1.81, -0.68, 1.73)
C (-2.27, -1.21, 0.63)
S (-3.82, -0.97, -0.09)
C (-4.33, 0.59, 0.71)
C (-3.17, 1.48, 1.10)
O (-3.16, 1.93, 2.24)
C (-2.14, 1.75, 0.12)
C (-0.86, 2.11, 0.57)
N (-0.63, 2.38, 1.86)
N (0.17, 2.22, -0.31)
C (1.47, 2.68, 0.13)
C (0.03, 1.95, -1.67)
O (0.98, 1.99, -2.42)
N (-1.23, 1.66, -2.10)
C (-1.38, 1.44, -3.53)
C (-2.38, 1.58, -1.29)
O (-3.46, 1.40, -1.81)
H (-2.22, -5.81, 0.26)
H (-1.91, -4.23, 1.13)
H (-1.83, -4.74, -1.90)
H (-0.46, -2.65, -1.71)
H (-2.19, -2.26, -1.78)
H (1.50, -2.82, 1.68)
H (0.88, -3.54, 0.17)
H (1.66, -0.76, 2.34)
H (3.80, 0.60, 4.40)
H (2.08, 0.80, 4.04)
H (3.22, 2.14, 3.77)
H (5.04, 1.80, 1.97)
H (5.40, 1.00, -0.31)
H (3.21, -1.58, -1.95)
H (4.04, -0.10, -3.73)
H (4.71, 1.01, -2.54)
H (2.97, 0.80, -2.65)
H (5.49, -1.99, -2.80)
H (5.39, -2.40, -1.08)
H (6.16, -0.90, -1.59)
H (-4.90, 0.35, 1.60)
H (-4.96, 1.08, -0.04)
H (0.31, 2.31, 2.23)
H (-1.43, 2.20, 2.47)
H (1.94, 1.94, 0.79)
H (1.38, 3.64, 0.64)
H (2.10, 2.79, -0.75)
H (-1.07, 2.34, -4.07)
H (-2.43, 1.23, -3.72)
H (-0.75, 0.61, -3.84)

LUMO energy = 0.6 eV
orbital gap = 0.32832 hartree
SMILES = C=CCn1c(COc2cc(C)ccc2C(C)C)nnc1SCC(=O)c1c(N)n(C)c(=O)n(C)c1=O
ΔE to the lowest compared entry with this formula, charge and spin = 2.1 kcal/mol

[5]
DFT (ωB97M-V with the def2-TZVPD basis set) results for a cluster of 2 separate species, C24H30O4 in total.

Element x y z (Å)
C (-1.22, -0.62, -2.09)
C (-0.04, 0.21, -1.83)
C (1.31, -0.11, -2.01)
C (2.30, 0.94, -2.08)
C (1.90, 2.38, -2.07)
C (3.65, 0.63, -2.18)
C (4.11, -0.70, -2.22)
C (5.58, -0.99, -2.27)
C (3.16, -1.72, -2.21)
C (1.79, -1.47, -2.13)
C (0.89, -2.65, -2.14)
H (-2.09, 0.04, -2.21)
H (-1.14, -1.23, -3.00)
H (-1.46, -1.28, -1.24)
H (-0.28, 1.24, -1.56)
H (2.81, 2.99, -2.05)
H (1.35, 2.65, -2.98)
H (1.28, 2.64, -1.21)
H (4.38, 1.44, -2.23)
H (5.75, -2.08, -2.28)
H (6.05, -0.57, -3.16)
H (6.10, -0.57, -1.40)
H (3.50, -2.75, -2.29)
H (1.50, -3.56, -2.16)
H (0.24, -2.70, -1.25)
H (0.25, -2.67, -3.04)
C (1.39, 1.92, 3.90)
C (0.62, 2.39, 2.69)
O (-0.31, 1.32, 2.41)
C (-0.92, 1.41, 1.23)
C (-1.87, 0.33, 0.91)
C (-1.60, -1.05, 1.33)
O (-2.08, -2.04, 0.76)
O (-0.79, -1.21, 2.38)
C (-0.76, -2.56, 2.93)
C (0.26, -2.52, 4.04)
C (-3.12, 0.69, 0.34)
C (-4.07, -0.28, -0.12)
C (-5.27, 0.10, -0.71)
C (-5.60, 1.46, -0.82)
C (-4.72, 2.43, -0.34)
C (-3.50, 2.06, 0.23)
O (-0.69, 2.37, 0.47)
H (2.14, 2.67, 4.17)
H (0.73, 1.76, 4.76)
H (1.90, 0.98, 3.67)
H (0.07, 3.32, 2.89)
H (1.28, 2.54, 1.83)
H (-1.75, -2.81, 3.33)
H (-0.48, -3.29, 2.16)
H (0.36, -3.50, 4.50)
H (1.25, -2.23, 3.66)
H (-0.03, -1.80, 4.83)
H (-3.83, -1.33, -0.01)
H (-5.95, -0.67, -1.07)
H (-6.55, 1.75, -1.27)
H (-4.98, 3.49, -0.38)
H (-2.81, 2.83, 0.58)

LUMO energy = -2.2 eV
orbital gap = 0.13921 hartree
ΔE to the lowest compared entry with this formula, charge and spin = 76.0 kcal/mol

[6]
DFT (ωB97M-V with the def2-TZVPD basis set) results for a structure of composition C24H31AlBCl3F5IN4NaO7P.

Element x y z (Å)
N (1.10, 3.02, 4.49)
C (0.59, 2.68, 3.44)
C (-0.07, 1.98, 2.15)
N (0.14, 2.80, 0.93)
C (-1.62, 1.59, 2.47)
C (-1.90, 0.24, 1.69)
N (-1.95, -0.89, 1.24)
P (-3.00, 2.87, 2.01)
O (-2.66, 4.50, 2.62)
I (-4.97, 1.97, 3.26)
H (0.47, 0.97, 1.96)
H (0.68, 3.64, 1.22)
H (0.81, 2.27, 0.31)
H (-1.70, 1.40, 3.60)
H (-2.97, 5.14, 1.90)
C (-0.54, -1.08, -2.53)
C (-1.55, -1.67, -1.78)
C (-2.19, -2.81, -2.25)
C (-1.81, -3.37, -3.47)
C (-0.79, -2.78, -4.22)
C (-0.16, -1.63, -3.76)
H (-0.04, -0.18, -2.15)
H (-1.83, -1.24, -0.84)
H (-2.98, -3.27, -1.66)
H (-2.31, -4.27, -3.83)
H (-0.50, -3.22, -5.17)
H (0.63, -1.17, -4.34)
C (-1.99, -8.27, -0.77)
C (-1.00, -8.05, 0.14)
C (-1.19, -6.77, 0.95)
O (-0.45, -6.42, 1.87)
C (-2.32, -5.88, 0.60)
C (-3.30, -6.09, -0.32)
C (-3.17, -7.43, -1.06)
O (-3.99, -7.85, -1.87)
O (-4.26, -5.34, -0.62)
O (0.00, -8.76, 0.38)
H (-1.95, -9.16, -1.39)
H (-2.33, -4.96, 1.18)
Al (-0.93, -4.91, -2.18)
Cl (-1.26, 5.23, 1.26)
C (0.60, -3.15, 2.71)
C (1.96, -2.63, 2.36)
O (2.19, -1.72, 1.61)
N (3.13, -3.14, 3.04)
C (4.14, -3.72, 2.12)
H (-0.10, -2.90, 1.92)
H (0.64, -4.24, 2.82)
H (0.28, -2.70, 3.65)
H (2.87, -3.78, 3.80)
H (3.56, -2.29, 3.41)
H (3.69, -4.56, 1.59)
H (4.98, -4.06, 2.73)
H (4.48, -2.94, 1.43)
F (0.42, 1.05, -0.84)
C (-0.20, 2.41, -4.72)
C (0.99, 2.62, -3.83)
O (0.86, 2.96, -2.66)
C (2.36, 2.41, -4.42)
H (-1.11, 2.60, -4.16)
H (-0.15, 3.10, -5.57)
H (-0.21, 1.37, -5.08)
H (2.52, 3.10, -5.26)
H (2.46, 1.37, -4.77)
H (3.12, 2.60, -3.66)
Cl (0.76, 6.67, 3.54)
C (2.28, 7.33, 4.17)
C (2.52, 6.93, 5.62)
Cl (1.38, 7.70, 6.73)
H (2.25, 8.41, 4.06)
H (3.08, 6.94, 3.54)
H (3.52, 7.24, 5.93)
H (2.45, 5.85, 5.75)
B (-1.55, 5.73, -5.59)
F (-1.72, 4.62, -6.48)
F (-0.17, 6.15, -5.60)
F (-2.38, 6.82, -6.03)
F (-1.93, 5.34, -4.26)
Na (5.30, 7.34, 5.42)

LUMO energy = -4.9 eV
orbital gap = 0.04316 hartree
ΔE to the lowest compared entry with this formula, charge and spin = 45.0 kcal/mol